60
Properties=species:S:1:pos:R:3 method="wB97M-V/def2-TZVPD" spin_multiplicity=1 lumo_ev=0.763 charge=0 homo_ha=-0.31974
C -2.108 -3.950 1.217
C -1.896 -2.468 1.466
O -0.520 -2.255 1.788
C -0.026 -1.030 1.605
O -0.681 -0.099 1.206
C 1.439 -0.983 1.960
C 1.939 0.454 2.086
C 3.457 0.549 2.264
N 4.192 0.356 1.032
C 4.608 1.414 0.309
O 4.451 2.565 0.669
C 5.379 1.111 -0.976
C 4.940 -0.122 -1.768
N 3.513 -0.156 -1.990
C 2.714 -1.044 -1.361
O 3.169 -1.904 -0.616
C 1.262 -0.902 -1.612
C 0.476 -2.050 -1.699
C -0.886 -1.952 -1.858
C -1.511 -0.701 -1.881
O -2.860 -0.726 -2.007
C -3.603 0.457 -1.767
C -3.650 0.801 -0.277
C -4.315 2.149 0.018
C -3.424 3.316 -0.402
C -4.618 2.245 1.512
C -0.727 0.447 -1.782
C 0.645 0.342 -1.664
H -3.147 -4.132 0.958
H -1.856 -4.520 2.106
H -1.473 -4.282 0.400
H -2.508 -2.117 2.306
H -2.148 -1.875 0.581
H 1.977 -1.519 1.174
H 1.588 -1.537 2.888
H 1.645 1.016 1.198
H 1.455 0.925 2.943
H 3.713 1.551 2.616
H 3.798 -0.190 2.994
H 4.202 -0.576 0.644
H 6.431 1.002 -0.703
H 5.296 2.006 -1.597
H 5.455 -0.128 -2.734
H 5.196 -1.044 -1.239
H 3.105 0.560 -2.568
H 0.955 -3.016 -1.639
H -1.504 -2.832 -1.944
H -3.204 1.286 -2.361
H -4.606 0.227 -2.136
H -2.637 0.801 0.130
H -4.205 0.007 0.230
H -5.259 2.206 -0.537
H -3.260 3.326 -1.477
H -3.888 4.261 -0.128
H -2.461 3.249 0.100
H -5.076 3.203 1.750
H -3.698 2.150 2.084
H -5.298 1.455 1.821
H -1.173 1.428 -1.775
H 1.228 1.246 -1.557

***

24
Properties=species:S:1:pos:R:3 method="wB97M-V/def2-TZVPD" spin_multiplicity=1 lumo_ev=-2.796 charge=+1 homo_ha=-0.53644
C 1.656 -0.594 0.370
N 0.209 -0.364 0.733
C 0.069 0.788 1.684
C 1.491 1.011 2.222
C 2.375 0.594 1.047
H 1.845 -1.603 0.828
H 1.989 -0.838 -0.635
H -0.075 -1.205 1.285
H -0.544 -0.484 0.023
H -0.660 0.626 2.476
H -0.192 1.636 0.964
H 1.487 2.113 2.319
H 1.747 0.571 3.199
H 3.360 0.364 1.484
H 2.444 1.530 0.389
H -1.611 -2.703 -4.488
H -2.477 -1.507 -4.053
O -1.775 -2.096 -3.760
H -1.793 2.435 -0.204
H -0.630 3.542 -0.506
O -0.904 2.624 -0.515
H -2.522 -1.389 -1.063
H -1.719 -2.548 -0.871
O -1.774 -1.646 -0.499

***

11
Properties=species:S:1:pos:R:3 method="wB97M-V/def2-TZVPD" spin_multiplicity=1 lumo_ev="-7.635 / -4.879" charge=+1 homo_ha="-0.52234 / -0.53567"
C 0.724 -0.916 -0.055
C -0.029 1.229 -0.140
N 1.114 0.341 -0.168
N -0.537 -1.134 0.149
P -1.602 0.192 -0.014
H 1.368 -1.671 -0.235
H 0.062 1.848 0.711
H -0.024 1.891 -0.975
H 2.071 0.774 -0.011
H -1.561 -2.886 -0.571
H -1.586 0.333 1.308

***

no.,largest force on an atom (eV/Å)
1,0.6
2,3.0
3,3.4